[1]
The following is a quantum chemistry calculation of one molecule with the formula C5H10N2, from OMol25.

```
17
C5H10N2 ωB97M-V/def2-TZVPD
N 1.41053 -0.63774 -1.08232
N 0.06359 0.41654 1.74395
C 0.18264 -0.05174 -1.61642
C -0.46307 -0.50443 0.78838
C -0.36601 -0.85718 2.23999
C 0.13268 -1.02472 -0.48954
C -0.15005 1.41058 -1.40457
H 0.01082 1.73256 -0.37058
H -1.54201 -0.26545 0.64857
H -0.15844 -2.04897 -0.72611
H -1.20376 1.60080 -1.63988
H 1.90435 0.03089 -0.49688
H 0.92022 0.92191 1.78767
H -0.08451 -0.42162 -2.60557
H 0.45655 2.04550 -2.06037
H -1.40974 -0.77249 2.55217
H 0.29621 -1.57444 2.73150
```

The structure (SMILES) is C[C@H]1N[C@H]1[C@H]1CN1. Its HOMO-LUMO gap is 9.8 eV. The HOMO energy comes out at -8.602 eV.

[2]
The following is a quantum chemistry calculation of one molecule with the formula C5H10N2, from OMol25.

```
17
C5H10N2 ωB97M-V/def2-TZVPD
N -2.03134 0.32791 -0.62806
N -1.11024 -0.49750 -0.93258
C -0.08274 1.21253 0.36728
C 0.50824 -1.14471 1.07750
C -1.58048 1.16256 0.48607
C 1.59731 -0.09727 -0.94941
C 0.38752 -0.10110 -0.03282
H -1.92385 0.66088 1.40707
H 1.10695 -0.76361 1.90324
H 1.47013 0.61619 -1.76279
H -1.34560 -1.19767 -1.63169
H 0.94762 -2.07929 0.72493
H -2.07101 2.13221 0.39981
H -0.47540 -1.40129 1.47037
H 2.47676 0.20044 -0.37462
H 1.79590 -1.09085 -1.35703
H 0.33022 2.06057 -0.16727
```

Its HOMO-LUMO gap (spin up / spin down) is 6.2 / 6.2 eV. The HOMO energy (spin up / spin down) comes out at -6.432 / -6.431 eV.

[3]
The following is a quantum chemistry calculation of C5H10N2 as an isolated structure, from OMol25.

```
17
C5H10N2 ωB97M-V/def2-TZVPD
N 0.80565 -0.13923 1.01932
N -0.12261 0.72458 0.19432
C -0.15132 -1.23583 -1.33461
C -1.56884 0.83959 -1.70971
C -0.66873 0.05118 -0.74280
C 1.88199 0.42134 1.68516
C 0.60451 -0.01890 2.53523
H 2.80239 -0.19090 1.66098
H -0.13440 -1.47279 -2.64982
H -2.79915 0.65566 -1.26126
H -1.43963 2.26829 -2.07120
H -0.05832 0.90676 3.30417
H 0.99232 -1.42525 -1.15194
H 0.69727 -1.02144 2.94107
H -0.74655 -2.01759 -0.81192
H 1.57807 1.52174 1.55293
H -1.67265 0.13279 -3.15994
```

Its HOMO-LUMO gap is 9.3 eV. The HOMO energy comes out at -8.760 eV.

[4]
The following is a quantum chemistry calculation of one molecule with the formula C5H10N2, from OMol25.

```
17
C5H10N2 ωB97M-V/def2-TZVPD
N 0.04803 1.20244 -2.19359
N 0.68035 -1.72268 0.90823
C -1.16665 -0.45648 -0.31476
C 0.92421 0.78356 0.69866
C -0.10996 -0.50571 0.79268
C -0.61621 0.75279 -0.90575
C 0.80467 0.77778 -0.87780
H -0.65298 -0.39348 1.72914
H 0.34656 1.65161 1.25638
H -1.17545 1.55774 -0.48976
H -0.19348 2.23940 -2.34353
H 1.26866 -1.71920 1.80765
H -2.27575 -0.43669 -0.02208
H 2.00200 0.52015 1.03571
H -1.12573 -1.47384 -0.70358
H 1.14241 -0.19705 -1.16344
H 0.09932 -2.58033 0.78584
```

The structure (SMILES) is NC1C[C@@H]2N[C@H]2C1. Its HOMO-LUMO gap is 9.7 eV. The HOMO energy comes out at -8.655 eV.

The calculation returns the following ΔE to the lowest compared entry with this formula, charge and spin values, one per record and in order: 70.4 97.5 227.2 122.1 kcal per mole.